132
Properties=species:S:1:pos:R:3:forces:R:3 method="wB97M-V/def2-TZVPD" total_charge=+3 de_lowest_kcal_mol=0.0 e_tot_ha=-9822.7553 mol_weight_g_mol=923.83 lumo_energy_ev=-6.4 homo_lumo_gap_ev=6.33
C -3.534 -7.833 1.839 -0.072 0.683 -0.577
C -2.916 -6.706 1.018 0.626 0.875 0.342
N -3.817 -5.552 0.831 -0.781 0.391 -0.160
C -5.113 -5.543 0.331 0.526 0.362 0.446
C -5.571 -4.275 0.502 -1.432 0.039 -0.553
N -4.619 -3.503 1.108 0.913 -1.810 -1.087
C -3.562 -4.317 1.244 0.391 0.883 1.003
C -4.658 -2.083 1.417 0.597 -0.596 2.227
H -3.638 -7.518 2.875 0.188 -0.243 0.092
H -2.889 -8.697 1.706 -0.141 -0.164 0.360
H -4.539 -8.061 1.482 0.097 -0.222 -0.117
H -2.454 -6.987 0.073 -0.556 -0.174 -0.228
H -2.087 -6.218 1.536 0.144 -0.456 0.228
H -5.582 -6.430 -0.055 -0.042 0.086 -0.101
H -6.524 -3.871 0.200 0.075 0.069 0.056
H -2.685 -3.947 1.751 0.283 -0.422 -0.183
H -3.637 -1.725 1.558 0.098 -0.053 -0.504
H -5.030 -2.006 2.440 -0.629 0.159 -0.122
H -5.206 -1.549 0.647 -0.021 0.029 0.378
C -5.459 1.681 1.640 0.111 -1.521 0.062
C -4.212 2.517 1.849 -0.331 0.548 -0.729
N -4.157 3.105 3.193 -0.025 0.232 0.255
C -5.031 4.080 3.664 0.540 -0.596 0.224
C -4.733 4.217 4.978 0.089 0.120 1.170
N -3.703 3.354 5.311 -0.765 0.354 -1.219
C -3.378 2.699 4.194 0.469 0.149 -0.173
C -3.037 3.223 6.610 0.645 0.025 -0.619
H -6.399 1.998 2.088 0.184 0.766 -0.156
H -5.322 0.690 2.086 0.198 0.033 0.011
H -5.602 1.469 0.578 -0.105 0.166 0.034
H -4.195 3.316 1.102 -0.164 0.369 0.366
H -3.292 1.976 1.629 -0.043 -0.351 0.560
H -5.756 4.537 3.015 -0.085 0.040 0.145
H -5.103 4.792 5.813 -0.449 0.320 -0.475
H -2.509 2.074 4.041 -0.085 -0.534 0.172
H -3.507 3.775 7.417 -0.591 -0.191 -0.244
H -2.058 3.687 6.491 0.181 -0.401 0.176
H -2.985 2.154 6.790 0.253 0.131 0.494
C 2.808 3.032 -4.299 -0.432 -0.314 -0.212
C 4.276 2.687 -4.209 0.169 -0.325 -0.622
N 5.050 3.733 -3.525 0.827 -0.283 -1.074
C 5.641 3.645 -2.294 -0.405 1.309 0.184
C 6.249 4.865 -2.070 -0.544 -2.277 1.001
N 6.075 5.595 -3.178 0.334 0.940 -2.330
C 5.430 4.880 -4.120 -0.494 -0.269 1.887
C 6.608 6.956 -3.435 -0.008 -0.534 1.449
H 2.245 2.171 -4.665 0.133 -0.187 0.290
H 2.549 3.789 -5.039 0.337 0.399 0.300
H 2.457 3.294 -3.300 -0.272 0.135 -0.140
H 4.723 2.537 -5.192 -0.059 0.105 -0.030
H 4.412 1.733 -3.701 0.134 0.212 0.322
H 5.484 2.807 -1.637 0.120 -0.053 -0.063
H 6.735 5.120 -1.145 0.190 0.597 -0.292
H 5.205 5.184 -5.128 -0.026 0.087 0.029
H 6.087 7.607 -2.733 -0.096 0.279 -0.359
H 6.457 7.239 -4.468 0.106 0.000 -0.006
H 7.644 6.934 -3.106 0.145 0.198 -0.524
C 2.169 -3.971 -3.921 -0.473 -0.180 0.573
C 3.373 -4.530 -3.175 0.152 1.060 -0.531
C 3.144 -4.659 -1.667 0.713 -0.899 0.358
C 2.307 -3.584 -1.005 0.898 1.038 0.797
N 2.230 -3.631 0.529 0.372 -0.456 0.361
C 1.196 -2.622 1.046 -1.017 0.628 -0.993
C -0.015 -3.418 1.550 1.241 0.818 1.693
C 0.704 -4.672 2.005 -0.862 -1.383 0.683
C 1.705 -5.008 0.971 2.030 -0.127 0.009
C 3.560 -3.394 1.174 -0.281 -0.319 -0.033
H 1.307 -4.521 -3.528 -0.240 -0.041 -0.599
H 2.253 -4.051 -5.001 -0.075 -0.226 0.017
H 1.958 -2.921 -3.698 0.262 0.015 0.065
H 4.230 -3.881 -3.385 0.063 -0.044 0.186
H 3.642 -5.501 -3.587 -0.059 -0.075 0.145
H 4.145 -4.727 -1.228 -0.049 0.193 0.170
H 2.746 -5.663 -1.502 -0.477 0.205 0.145
H 1.242 -3.643 -1.243 0.872 0.456 -0.622
H 2.756 -2.593 -1.112 -0.104 0.102 -0.721
H 1.527 -1.887 1.780 0.720 -0.525 0.168
H 0.907 -2.024 0.179 0.073 -0.018 -0.099
H -0.477 -2.935 2.406 -0.098 0.359 -0.010
H -0.627 -3.651 0.675 -0.423 1.145 1.957
H 1.192 -4.553 2.976 -0.127 0.167 0.015
H 0.065 -5.559 2.068 -0.241 0.191 0.306
H 2.535 -5.606 1.343 0.246 0.180 0.153
H 1.290 -5.492 0.087 0.779 -0.085 0.880
H 4.304 -4.005 0.670 0.000 -0.038 0.140
H 3.448 -3.712 2.208 0.234 0.139 0.050
H 3.863 -2.350 1.133 -0.236 0.079 -0.131
C -0.178 0.148 -1.688 0.793 0.976 1.327
N -1.638 -0.086 -1.553 -0.839 0.076 0.217
C -2.015 -1.035 -0.457 0.616 -0.732 -0.192
C -2.336 1.233 -1.318 1.076 -0.138 -1.065
C -2.210 -0.635 -2.829 -0.558 0.962 -1.160
C -1.872 -2.071 -2.967 -0.153 -1.264 -0.068
O -0.443 -2.115 -2.944 -0.472 -0.804 -0.262
H 0.448 -0.715 -1.883 -0.665 -0.082 0.006
H 0.129 0.564 -0.723 0.018 0.069 0.021
H 0.019 0.890 -2.461 -0.317 -0.020 -0.113
H -3.098 -1.158 -0.438 0.000 0.302 -0.298
H -1.637 -0.724 0.500 0.318 0.507 0.398
H -1.572 -1.991 -0.742 0.113 0.155 0.631
H -3.383 1.045 -1.091 -0.007 0.019 0.116
H -2.207 1.725 -2.284 -0.486 0.323 0.084
H -1.765 1.829 -0.606 -0.264 -0.290 0.439
H -1.796 -0.030 -3.644 0.394 -0.184 0.084
H -3.267 -0.363 -2.862 -0.181 -0.711 0.402
H -2.293 -2.612 -3.817 0.111 0.763 -0.543
H -2.336 -2.648 -2.158 0.332 0.067 -0.010
H -0.181 -2.961 -2.552 -0.120 -0.362 -0.061
C 2.593 3.256 1.782 -0.394 -0.723 -0.756
N 1.506 4.063 1.145 -0.518 -0.179 -1.209
C 1.395 3.636 -0.311 0.398 0.321 1.023
C 0.217 3.739 1.848 0.401 1.062 0.757
C 1.762 5.562 1.180 0.692 -0.283 1.059
C 2.894 6.169 0.314 -0.394 0.552 0.533
O 4.142 5.487 0.364 -0.619 -0.244 -0.118
H 3.506 3.400 1.213 0.118 0.306 0.366
H 2.274 2.228 1.605 0.116 -0.097 0.466
H 2.662 3.454 2.847 0.077 0.149 -0.042
H 2.433 3.699 -0.630 -0.256 0.044 -0.773
H 0.699 4.315 -0.798 0.239 0.091 -0.215
H 1.014 2.622 -0.387 0.095 -0.075 0.227
H 0.047 2.664 1.928 0.053 -0.100 -0.118
H -0.604 4.293 1.395 0.031 -0.218 -0.305
H 0.359 4.169 2.841 -0.256 -0.307 0.162
H 2.065 5.765 2.210 -0.260 -0.150 0.142
H 0.795 6.042 1.043 0.123 0.168 -0.352
H 3.095 7.141 0.775 -0.558 0.183 -0.151
H 2.547 6.393 -0.693 0.430 -0.506 -0.240
H 4.482 5.687 1.246 0.362 -0.146 -0.150
Br -0.384 -4.767 -0.726 -3.830 -2.190 -5.025
Br -0.618 0.108 3.088 -0.053 0.576 -0.439
Br -5.568 -0.980 -1.258 -0.048 0.653 -1.289